[1]
The following is a quantum chemistry calculation of 2 unconnected molecules or ions with the total composition C28H44F6N3O6, from OMol25.

Geometry as XYZ:
```
87
C28H44F6N3O6 ωB97M-V with the def2-TZVPD basis set
C 3.808 -4.244 0.062
C 2.919 -4.050 1.330
C 1.655 -4.939 1.385
C 0.777 -4.899 0.120
C 0.053 -3.553 -0.105
C -0.712 -3.511 -1.461
C -0.474 -2.211 -2.281
C -1.475 -1.071 -1.952
C -1.130 -0.281 -0.658
N -0.180 0.802 -0.887
C -0.519 2.118 -1.219
C -1.907 2.712 -1.382
C -2.147 3.720 -0.211
C -1.788 3.137 1.160
C -2.058 4.147 2.324
O -0.817 4.486 2.965
C -0.405 3.474 3.854
C 0.577 2.870 -1.367
N 1.658 2.000 -1.101
C 3.079 2.298 -1.090
O 3.854 1.469 -1.457
C 3.433 3.728 -0.589
F 2.616 4.107 0.422
F 3.125 4.554 -1.626
C 4.930 3.997 -0.247
F 5.759 3.515 -1.167
F 5.075 5.344 -0.292
C 5.397 3.566 1.197
F 6.688 3.201 1.079
F 5.373 4.581 2.080
C 4.660 2.338 1.800
O 4.973 1.222 1.474
O 3.685 2.488 2.738
C 1.149 0.798 -0.823
N 1.799 -0.382 -0.451
C 2.250 -0.203 0.984
C 1.143 -0.523 1.996
H 3.366 -4.901 -0.694
H 4.803 -4.593 0.363
H 3.953 -3.252 -0.400
H 2.583 -3.002 1.369
H 3.541 -4.208 2.224
H 1.958 -5.984 1.559
H 1.044 -4.648 2.257
H -0.017 -5.656 0.260
H 1.313 -5.222 -0.787
H 0.788 -2.741 -0.006
H -0.692 -3.398 0.698
H -0.349 -4.341 -2.088
H -1.788 -3.672 -1.288
H -0.583 -2.475 -3.344
H 0.564 -1.863 -2.161
H -2.482 -1.500 -1.901
H -1.458 -0.371 -2.805
H -0.785 -0.984 0.104
H -2.076 0.145 -0.297
H -1.942 3.221 -2.355
H -2.694 1.945 -1.410
H -3.233 3.912 -0.211
H -1.619 4.659 -0.428
H -0.719 2.877 1.261
H -2.342 2.206 1.371
H -2.698 3.711 3.106
H -2.445 5.097 1.935
H 0.688 3.525 3.977
H -0.615 2.451 3.480
H -0.865 3.541 4.854
H 0.662 3.921 -1.607
H 3.204 3.322 2.608
H 2.604 -0.567 -1.042
H 2.488 0.866 1.120
H 3.186 -0.736 1.179
H 1.461 -0.291 3.023
H 0.900 -1.594 1.946
H 0.219 0.047 1.819
O -4.647 -0.320 -2.588
C -5.405 -1.176 -2.226
O -5.560 -1.526 -0.928
C -6.455 -2.652 -0.829
C -7.270 -2.624 -2.109
C -6.277 -2.042 -3.109
H -5.858 -3.562 -0.735
H -7.074 -2.545 0.059
H -7.661 -3.599 -2.391
H -8.116 -1.944 -1.996
H -5.658 -2.815 -3.568
H -6.769 -1.447 -3.873
```

Results
Charge: +1
LUMO energy, eV: -3.953
Kohn-Sham gap, eV: 8.32
Maximum force, eV/A: 3.14
Spin multiplicity: 1

***

[2]
The following is a quantum chemistry calculation of a single C28H44O3 molecule, from OMol25.

Geometry as XYZ:
```
75
C28H44O3 ωB97M-V with the def2-TZVPD basis set
C 3.399 2.141 -0.341
C 4.549 1.491 -0.223
C 4.784 0.431 0.772
C 4.000 -0.650 0.912
C 2.867 -0.957 0.076
C 1.947 -1.905 0.289
C 1.883 -2.816 1.485
C 0.550 -2.660 2.231
C -0.652 -2.824 1.301
C -0.545 -1.877 0.106
C -0.612 -0.422 0.573
C -1.542 -2.171 -1.034
C -3.008 -1.764 -0.804
C -3.892 -2.407 -1.882
C -3.291 -0.292 -0.799
C -3.917 0.343 0.177
C -4.251 1.805 0.167
C -3.384 2.510 1.218
C -5.777 2.004 0.399
C -6.557 1.194 -0.639
C -6.161 3.485 0.277
O -6.171 1.503 1.664
C -0.861 -1.585 -2.291
C 0.630 -1.405 -1.939
C 0.789 -2.161 -0.623
C 6.007 0.642 1.622
C 7.237 0.830 0.725
O 7.561 -0.359 0.041
C 6.999 2.004 -0.234
C 5.746 1.795 -1.097
O 5.480 2.925 -1.898
H 2.565 1.924 0.304
H 3.278 2.919 -1.073
H 4.252 -1.359 1.690
H 2.783 -0.346 -0.812
H 2.701 -2.628 2.178
H 1.969 -3.851 1.137
H 0.518 -1.676 2.701
H 0.499 -3.406 3.028
H -1.571 -2.633 1.859
H -0.690 -3.857 0.943
H -1.413 -0.294 1.295
H -0.801 0.246 -0.260
H 0.327 -0.127 1.036
H -1.559 -3.263 -1.146
H -3.308 -2.172 0.167
H -4.939 -2.176 -1.696
H -3.773 -3.489 -1.883
H -3.627 -2.029 -2.867
H -3.024 0.250 -1.697
H -4.216 -0.184 1.074
H -4.013 2.224 -0.816
H -3.550 3.584 1.220
H -2.335 2.330 0.995
H -3.584 2.116 2.214
H -6.286 1.503 -1.644
H -6.336 0.137 -0.520
H -7.623 1.342 -0.490
H -5.697 4.079 1.062
H -5.855 3.880 -0.687
H -7.240 3.587 0.371
H -5.767 2.051 2.346
H -1.301 -0.632 -2.574
H -0.982 -2.263 -3.136
H 0.864 -0.350 -1.806
H 1.285 -1.799 -2.715
H 0.798 -3.234 -0.859
H 5.880 1.539 2.234
H 6.165 -0.210 2.285
H 8.119 1.047 1.339
H 6.750 -0.720 -0.337
H 6.874 2.921 0.345
H 7.872 2.120 -0.882
H 5.913 0.918 -1.753
H 6.274 3.134 -2.402
```

Results
Charge: 0
SMILES: C=C1/C(=C\C=C2/CCC[C@]3(C)[C@@H]([C@H](C)/C=C/[C@H](C)C(C)(C)O)CC[C@@H]23)C[C@@H](O)C[C@@H]1O
ΔE to the lowest compared entry with this formula, charge and spin, kcal/mol: 61.80
LUMO energy, eV: 0.697
Kohn-Sham gap, eV: 8.69
Maximum force, eV/A: 0.85
Spin multiplicity: 1

***

[3]
The following is a quantum chemistry calculation of a molecular structure, C28H45As3BF4N4O3ReS2Si, from OMol25.

Geometry as XYZ:
```
92
C28H45As3BF4N4O3ReS2Si ωB97M-V with the def2-TZVPD basis set
Re 0.446 -0.175 -0.591
C -5.006 -3.954 -1.274
Si -4.790 -2.200 -0.679
C -4.506 -2.152 1.150
C -6.226 -1.144 -1.173
C -3.286 -1.542 -1.675
C -3.353 -1.638 -3.070
C -2.300 -1.273 -3.908
C -1.140 -0.808 -3.341
N -1.057 -0.685 -2.005
C -2.087 -1.030 -1.197
S -1.582 -0.732 0.482
H -5.360 -4.592 -0.461
H -4.079 -4.390 -1.653
H -5.748 -4.008 -2.074
H -5.364 -2.630 1.631
H -4.439 -1.132 1.535
H -3.610 -2.694 1.460
H -7.153 -1.557 -0.765
H -6.338 -1.106 -2.259
H -6.128 -0.120 -0.808
H -4.262 -2.018 -3.524
H -2.381 -1.354 -4.983
H -0.274 -0.515 -3.921
C 4.077 0.106 0.878
As 2.189 0.074 1.262
C 1.944 1.559 2.460
C 1.923 -1.428 2.480
C 2.425 -2.844 2.100
C 1.455 -3.880 2.679
C 2.552 -3.072 0.574
As 1.062 -2.649 -0.604
C 1.753 -3.258 -2.300
C -0.334 -3.936 -0.277
C 3.840 -3.108 2.657
As 4.386 -2.987 4.584
C 4.977 -1.116 4.568
C 2.774 -2.701 5.671
H 4.379 1.145 0.784
H 4.307 -0.394 -0.057
H 4.586 -0.370 1.712
H 2.777 1.546 3.161
H 1.005 1.463 3.000
H 1.959 2.487 1.891
H 0.842 -1.442 2.649
H 2.380 -1.124 3.419
H 0.429 -3.698 2.355
H 1.460 -3.848 3.766
H 1.740 -4.889 2.373
H 2.796 -4.117 0.380
H 3.374 -2.474 0.171
H 2.049 -4.300 -2.194
H 2.610 -2.656 -2.597
H 0.979 -3.178 -3.061
H 0.133 -4.911 -0.149
H -0.989 -3.958 -1.148
H -0.915 -3.676 0.602
H 4.560 -2.462 2.148
H 4.120 -4.127 2.383
H 5.853 -1.018 3.927
H 5.268 -0.837 5.580
H 4.201 -0.425 4.231
H 2.171 -3.605 5.731
H 2.147 -1.860 5.379
H 3.158 -2.503 6.672
F 2.730 2.144 -0.954
B 2.947 1.442 -2.127
F 1.919 0.170 -1.946
F 4.147 0.820 -2.189
F 2.500 2.036 -3.244
O -0.508 7.084 -5.062
S -0.641 8.244 -4.197
O -1.515 9.285 -4.682
O 0.599 8.692 -3.581
C -1.456 7.573 -2.743
N -2.270 8.336 -1.984
C -2.749 7.803 -0.874
C -2.446 6.511 -0.456
C -1.609 5.815 -1.302
N -1.130 6.310 -2.429
C -1.158 4.425 -1.071
C -0.687 3.698 -2.168
C -0.231 2.424 -1.984
N -0.201 1.829 -0.763
C -0.649 2.538 0.302
C -1.124 3.815 0.186
H -3.411 8.430 -0.286
H -2.862 6.093 0.451
H -0.656 4.171 -3.142
H 0.144 1.849 -2.817
H -0.611 2.042 1.262
H -1.451 4.344 1.070
```

Results
Charge: +1
ΔE to the lowest compared entry with this formula, charge and spin, kcal/mol: 16.12
LUMO energy (alpha / beta), eV: -3.956 / -6.314
Kohn-Sham gap (alpha / beta), eV: 4.71 / 2.35
Maximum force, eV/A: 1.14
Spin multiplicity: 4

***

[4]
The following is a quantum chemistry calculation of a molecular structure, C28H45BrN2P2Tc, from OMol25.

Geometry as XYZ:
```
79
C28H45BrN2P2Tc ωB97M-V with the def2-TZVPD basis set
N -0.984 4.378 7.031
C -0.636 3.117 7.295
C 0.326 2.436 6.542
C 0.941 3.092 5.448
C 0.565 4.431 5.197
C -0.407 5.023 6.020
C 1.857 2.372 4.581
Tc 1.559 0.132 -1.073
P -0.458 -2.618 -4.730
C 2.356 2.837 3.394
C 2.837 1.946 2.346
C 2.911 2.381 1.011
C 2.963 1.425 -0.073
C 2.749 0.073 0.408
C 3.038 -0.395 1.682
C 3.105 0.586 2.671
Br 0.243 -0.611 -3.864
H 2.102 1.365 4.922
H 2.354 3.903 3.160
H 0.574 1.407 6.796
H 1.005 5.005 4.384
H -1.132 2.623 8.136
H -0.717 6.057 5.841
H 2.928 3.451 0.790
H 3.295 0.309 3.708
H 3.612 1.690 -0.925
H 3.144 -1.462 1.885
P -0.116 1.588 -0.933
C 0.679 -3.785 -3.981
C 2.115 -3.742 -4.521
H 0.232 -4.782 -4.124
H 0.677 -3.581 -2.901
H 2.784 -4.186 -3.775
H 2.222 -4.328 -5.442
H 2.467 -2.722 -4.713
C -0.246 -2.426 -6.505
C -0.543 -3.681 -7.327
H 0.790 -2.089 -6.668
H -0.905 -1.597 -6.813
H -0.257 -3.501 -8.370
H 0.024 -4.557 -6.985
H -1.611 -3.932 -7.325
C -2.165 -2.797 -4.192
C -2.742 -4.205 -4.368
H -2.763 -2.062 -4.754
H -2.205 -2.496 -3.132
H -3.755 -4.229 -3.951
H -2.819 -4.495 -5.422
H -2.155 -4.964 -3.837
C -1.823 0.894 -0.851
C -2.576 0.802 -2.175
H -2.380 1.519 -0.139
H -1.720 -0.098 -0.387
H -3.583 0.407 -1.992
H -2.677 1.778 -2.662
H -2.068 0.128 -2.873
C -0.114 2.721 -2.387
C 1.169 3.541 -2.512
H -0.993 3.373 -2.278
H -0.266 2.098 -3.280
H 1.216 3.974 -3.519
H 1.191 4.368 -1.791
H 2.071 2.931 -2.367
C -0.199 2.829 0.438
C -0.667 2.271 1.778
H -0.865 3.637 0.095
H 0.807 3.260 0.537
H -0.531 3.035 2.555
H -1.728 1.994 1.765
H -0.085 1.389 2.079
C -0.263 -1.477 3.259
C -0.107 -2.419 2.047
C 0.130 -1.716 0.812
N 0.520 -1.151 -0.135
H 0.620 -0.834 3.379
H -0.387 -2.048 4.185
H -1.145 -0.835 3.139
H 0.725 -3.124 2.207
H -1.027 -3.004 1.904
```

Results
Charge: +4
ΔE to the lowest compared entry with this formula, charge and spin, kcal/mol: 15.21
LUMO energy (alpha / beta), eV: -12.786 / -13.927
Kohn-Sham gap (alpha / beta), eV: 6.48 / 5.30
Maximum force, eV/A: 4.82
Spin multiplicity: 4

***

[5]
The following is a quantum chemistry calculation of a molecular structure, C28H45Cl2IrN2PS, from OMol25.

Geometry as XYZ:
```
80
C28H45Cl2IrN2PS ωB97M-V with the def2-TZVPD basis set
P -0.186 -1.151 -1.497
C -0.400 0.277 -2.638
C -0.597 -0.097 -4.116
C -0.677 1.169 -4.989
C -1.708 2.190 -4.491
C -1.554 2.517 -3.002
C -1.491 1.253 -2.132
C -1.655 -1.988 -0.768
C -2.614 -2.676 -1.747
C -3.699 -3.439 -0.963
C -4.438 -2.573 0.066
C -3.505 -1.744 0.961
C -2.411 -1.014 0.172
C 1.162 -2.297 -1.958
C 2.445 -1.498 -2.267
C 3.601 -2.412 -2.693
C 3.852 -3.608 -1.763
C 2.582 -4.294 -1.236
C 1.455 -3.329 -0.850
H 0.578 0.807 -2.558
H -1.514 -0.693 -4.230
H 0.242 -0.718 -4.460
H -0.903 0.882 -6.023
H 0.311 1.649 -4.995
H -1.620 3.113 -5.074
H -2.716 1.795 -4.668
H -0.629 3.090 -2.847
H -2.388 3.143 -2.664
H -1.299 1.535 -1.085
H -2.469 0.748 -2.166
H -1.213 -2.783 -0.129
H -3.217 -4.269 -0.428
H -2.059 -3.378 -2.383
H -3.080 -1.928 -2.404
H -4.420 -3.878 -1.663
H -5.061 -3.214 0.702
H -5.123 -1.897 -0.462
H -4.091 -1.007 1.526
H -3.022 -2.404 1.695
H -1.704 -0.531 0.864
H -2.875 -0.223 -0.433
H 0.751 -2.782 -2.866
H 2.264 -0.757 -3.059
H 2.728 -0.927 -1.366
H 3.390 -2.791 -3.703
H 4.515 -1.809 -2.757
H 4.460 -3.276 -0.910
H 4.457 -4.350 -2.298
H 2.842 -4.899 -0.358
H 2.205 -4.980 -2.006
H 0.554 -3.903 -0.597
H 1.741 -2.774 0.056
Ir 2.131 0.880 2.444
Cl 1.086 -1.145 1.993
Cl 2.892 1.367 0.252
C 0.655 2.080 1.947
H 0.812 2.719 1.058
C -0.566 2.250 2.687
C -0.930 1.314 3.677
C -2.093 1.502 4.419
C -2.898 2.633 4.219
C -2.548 3.560 3.219
C -1.416 3.374 2.444
H -0.275 0.457 3.836
H -2.373 0.763 5.169
H -3.179 4.435 3.053
H -1.127 4.082 1.664
H -3.791 2.795 4.824
S 4.159 0.155 3.161
C 3.481 1.746 3.684
N 3.089 1.948 5.011
C 3.098 3.326 5.401
C 3.660 4.045 4.183
N 3.930 2.986 3.250
H 2.842 1.195 5.644
H 3.728 3.471 6.282
H 2.084 3.673 5.636
H 4.581 4.575 4.432
H 2.946 4.769 3.772
H 4.229 3.165 2.299
```

Results
Charge: -1
LUMO energy (alpha / beta), eV: 2.665 / 1.893
Kohn-Sham gap (alpha / beta), eV: 5.53 / 5.45
Maximum force, eV/A: 3.61
Spin multiplicity: 5

***

[6]
The following is a quantum chemistry calculation of a molecular structure, C28H45ClN5O7Sr, from OMol25.

Geometry as XYZ:
```
87
C28H45ClN5O7Sr ωB97M-V with the def2-TZVPD basis set
O -0.257 -0.406 -2.634
C -1.063 -0.184 -3.692
C -0.808 1.216 -4.302
C -0.186 2.237 -3.566
H 0.103 2.052 -2.525
C 0.047 3.473 -4.182
H 0.537 4.262 -3.605
C -0.399 3.683 -5.494
H -0.237 4.651 -5.957
C -1.037 2.670 -6.219
H -1.406 2.841 -7.232
C -1.225 1.429 -5.617
H -1.728 0.618 -6.151
H -0.907 -0.912 -4.526
C -2.963 -1.830 -2.969
C -2.532 -0.423 -3.293
H -4.050 -1.942 -3.097
H -2.734 -2.139 -1.934
H -2.433 -2.532 -3.624
C -3.326 0.631 -3.114
C -4.742 0.578 -2.654
H -2.937 1.647 -3.239
H -5.384 0.986 -3.450
H -4.853 1.181 -1.741
H -5.105 -0.433 -2.417
Sr -0.794 -0.224 -0.236
Cl -3.687 0.091 0.427
C -1.791 -0.435 2.546
O -1.033 -1.222 1.959
N -2.356 -0.697 3.733
C -1.614 -1.687 4.551
C -2.909 0.470 4.425
H -2.064 0.543 2.095
H -1.029 -2.332 3.878
H -2.345 -2.279 5.108
H -0.939 -1.152 5.248
H -3.032 1.255 3.666
H -2.205 0.801 5.208
H -3.889 0.183 4.814
H 4.212 1.378 -2.811
H 4.232 1.536 -0.025
C 3.126 1.292 -2.665
C 3.142 1.523 -0.212
N 2.821 0.707 -1.374
H 2.696 0.647 -3.435
C 2.430 -0.581 -1.276
O 1.861 -1.079 -0.291
H 2.601 1.144 0.660
H 2.627 -1.159 -2.208
H 2.669 2.288 -2.708
H 2.807 2.554 -0.392
H -0.716 -5.903 -0.010
H 1.391 -6.025 -1.598
C -1.158 -5.367 -0.866
C 0.880 -5.326 -2.278
N -0.135 -4.583 -1.551
H -1.964 -4.720 -0.506
C -0.021 -3.264 -1.345
O -0.805 -2.631 -0.612
H 1.595 -4.602 -2.683
H 0.814 -2.792 -1.902
H -1.542 -6.098 -1.589
H 0.391 -5.871 -3.097
C 2.423 -1.247 2.947
C 3.025 0.115 2.971
C 2.081 1.230 3.533
C 1.996 0.968 5.052
C 1.240 2.036 5.810
C 2.658 2.606 3.170
O 3.730 3.028 3.588
N 1.857 3.392 2.335
C 0.873 2.905 1.405
O 0.441 3.659 0.547
N 0.554 1.564 1.576
C 0.690 1.251 2.897
O -0.278 0.981 3.632
H 2.009 -1.540 3.909
H 3.237 -1.916 2.700
H 1.656 -1.367 2.186
H 3.894 0.155 3.642
H 3.396 0.423 1.989
H 1.480 0.006 5.179
H 3.016 0.851 5.450
H 0.228 2.074 5.388
H 1.184 1.772 6.873
H 1.737 3.009 5.704
H 2.227 4.312 2.098
```

Results
Charge: -1
ΔE to the lowest compared entry with this formula, charge and spin, kcal/mol: 0.00
LUMO energy, eV: 2.178
Kohn-Sham gap, eV: 7.25
Maximum force, eV/A: 2.40
Spin multiplicity: 1